(1)
ORCA calculation (ωB97M-V/def2-TZVPD) on one molecule with the formula C19H23N3O4S.

The calculation puts the highest occupied orbital energy at -8.29 eV. As for the LUMO energy: 0.520 eV. The calculation puts the total energy at -1601.2311 hartree. The charge is 0. The calculation puts the relative energy (zero: lowest compared OMol25 entry of this formula, charge and spin) at 251.71 kJ/mol.

Atoms and positions in Å:
C: 3.5203 3.0284 5.0137
O: 3.3486 1.8682 4.2385
C: 2.1032 1.3216 4.1509
C: 0.9685 1.8177 4.7806
C: -0.2478 1.1731 4.6178
C: -0.3571 0.0305 3.8437
C: -1.6814 -0.6551 3.6309
N: -2.1394 -0.5192 2.2587
C: -1.9122 -1.5258 1.3637
O: -1.5405 -2.6360 1.6999
N: -2.2261 -1.2387 0.0579
C: -1.9042 -2.2233 -0.9503
C: -0.9382 -1.6359 -1.9762
N: -1.4662 -0.4044 -2.5544
S: -0.2775 0.7899 -2.6868
O: 0.5479 0.8467 -1.5102
O: -0.9358 1.9940 -3.1018
C: 0.6709 0.1198 -4.0443
C: 1.9590 -0.3326 -3.8401
C: 2.6611 -0.8707 -4.9071
C: 2.0654 -0.9486 -6.1558
C: 0.7710 -0.4885 -6.3477
C: 0.0664 0.0499 -5.2842
C: -2.6868 0.0726 -1.9396
C: -2.5655 0.0899 -0.4157
C: 0.7840 -0.4603 3.2138
C: 1.9966 0.1737 3.3623
H: 3.2671 2.8521 6.0645
H: 4.5768 3.2810 4.9368
H: 2.9216 3.8614 4.6305
H: 1.0135 2.7022 5.3966
H: -1.1224 1.5714 5.1132
H: -2.4436 -0.2354 4.2943
H: -1.5909 -1.7286 3.8156
H: -2.1929 0.4265 1.9181
H: -1.4430 -3.0676 -0.4329
H: -2.8171 -2.5738 -1.4448
H: -0.7584 -2.3531 -2.7843
H: 0.0139 -1.4097 -1.4843
H: 2.3915 -0.2490 -2.8556
H: 3.6698 -1.2272 -4.7642
H: 2.6136 -1.3679 -6.9863
H: 0.3145 -0.5488 -7.3240
H: -0.9383 0.4247 -5.3946
H: -3.5187 -0.5590 -2.2614
H: -2.8457 1.0850 -2.3120
H: -1.7751 0.8100 -0.1568
H: -3.5144 0.4182 0.0272
H: 0.7084 -1.3504 2.6075
H: 2.8856 -0.1990 2.8791

Forces on the atoms, in the same order (eV/Å):
C 0.018 0.182 0.126
O -0.106 -0.280 -0.180
C -0.108 -0.058 -0.002
C 0.375 0.241 0.066
C -0.079 -0.274 -0.126
C -0.190 0.086 0.146
C 0.025 -0.089 0.062
N -0.075 0.270 0.040
C -0.445 0.102 -0.239
O 0.318 -0.412 0.259
N 0.153 0.017 -0.132
C 0.142 -0.143 -0.142
C 0.314 -0.731 0.060
N 0.738 0.837 -0.287
S -0.167 -0.322 -0.259
O 0.148 -0.200 -0.125
O -0.153 -0.025 -0.204
C -0.215 0.137 0.493
C 0.059 0.046 0.194
C -0.005 0.007 -0.039
C 0.066 -0.019 0.032
C -0.101 0.065 0.054
C -0.067 0.016 -0.186
C -0.348 0.409 0.331
C -0.197 0.274 0.024
C 0.082 0.093 0.068
C 0.097 0.115 0.053
H -0.005 0.014 -0.047
H -0.085 0.024 0.037
H 0.011 -0.038 0.025
H 0.053 0.078 0.038
H -0.094 0.028 0.045
H 0.110 -0.090 0.006
H -0.102 0.171 0.053
H -0.007 -0.046 -0.080
H -0.094 0.099 -0.208
H 0.095 -0.066 0.033
H 0.032 -0.032 0.142
H -0.094 -0.256 0.047
H 0.100 -0.031 0.103
H 0.077 -0.022 0.024
H 0.043 -0.038 -0.065
H -0.050 0.006 -0.069
H -0.146 0.007 -0.123
H 0.071 0.092 -0.010
H -0.252 -0.112 0.112
H -0.155 -0.014 0.046
H 0.090 0.066 -0.045
H 0.008 -0.129 -0.091
H 0.114 -0.054 -0.062

---

(2)
ORCA calculation (ωB97M-V/def2-TZVPD) on a 2-piece molecular cluster, C3HF overall.

The calculation puts the highest occupied orbital energy (spin up / spin down) at -12.04 / -9.54 eV. As for the LUMO energy (spin up / spin down): -2.344 / -4.294 eV. The calculation puts the total energy at -214.4262 hartree. The charge is 0. The calculation puts the relative energy (zero: lowest compared OMol25 entry of this formula, charge and spin) at 417.64 kJ/mol.

Atoms and positions in Å:
C: 1.5013 1.6899 -0.0649
C: 0.4555 0.8792 0.0549
C: -0.6806 0.3594 -0.0890
F: -0.0545 -2.3907 -0.0250
H: -1.2217 -0.5378 0.1239

Forces on the atoms, in the same order (eV/Å):
C -0.547 -0.639 0.187
C 0.265 1.083 -0.641
C 1.128 -0.528 0.714
F -0.194 0.631 0.046
H -0.651 -0.547 -0.306

---

(3)
ORCA calculation (ωB97M-V/def2-TZVPD) on C31H38BaNOPSi as an isolated structure.

The calculation puts the highest occupied orbital energy at -4.88 eV. As for the LUMO energy: -0.376 eV. The calculation puts the total energy at -1990.2974 hartree. The charge is 0. The calculation puts the relative energy (zero: lowest compared OMol25 entry of this formula, charge and spin) at 105.30 kJ/mol.

Atoms and positions in Å:
C: -0.5690 -3.8761 -3.9402
C: 0.0744 -2.7626 -4.5275
C: -0.1415 -1.4926 -3.9908
C: -0.8353 -1.3736 -2.8083
C: -1.5765 -2.4271 -2.2533
C: -1.4120 -3.6909 -2.8326
C: 0.3988 -0.1306 -4.4472
C: 0.0879 0.7732 -3.2622
N: -0.9933 1.7017 -3.2557
Ba: -0.6330 1.7661 -0.7029
C: -2.4910 -2.2787 -1.0492
P: -2.7303 -0.5160 -0.6033
H: 0.7689 -2.8966 -5.3522
H: -1.9491 -4.5382 -2.4013
H: -0.3870 -4.8945 -4.3245
H: -2.0626 -2.7914 -0.1678
H: -3.4900 -2.7121 -1.2311
H: 1.4909 -0.2288 -4.6076
H: -0.0324 0.1605 -5.4011
H: -0.4804 -0.2671 -2.3763
C: -3.6989 -0.5823 0.9256
C: -4.0360 -0.0994 -1.7954
H: 0.9919 1.1431 -2.7680
C: -2.0496 1.4222 -4.2995
C: -0.6759 3.1483 -3.2036
H: -2.6038 2.5392 1.6311
H: -2.4320 2.3750 -4.6889
H: -1.6952 0.8436 -5.1571
H: -2.8652 0.8554 -3.8450
H: -0.9771 3.6439 -4.1513
H: -1.2919 3.6555 -2.4168
H: 0.4059 3.3399 -3.0286
H: -4.8706 -0.8075 -1.6586
H: -4.3864 0.9362 -1.6301
H: -3.6758 -0.1948 -2.8293
H: -4.4972 -1.3334 0.8363
H: -3.0657 -0.8190 1.7929
H: -4.1453 0.4082 1.0999
H: -2.7535 3.1850 1.1226
O: 0.6853 -0.0907 0.2315
Si: 1.4944 -0.0166 1.6134
C: 3.0629 -0.9606 2.0821
C: 4.3459 -0.4599 1.8002
C: 5.5057 -1.0378 2.3444
C: 5.4171 -2.1419 3.2038
C: 4.1527 -2.6798 3.4735
C: 3.0031 -2.1084 2.9000
C: 1.9137 1.8190 1.6623
C: 2.6566 2.3175 0.5805
C: 2.5573 3.6666 0.2297
C: 1.7240 4.5106 0.9699
C: 1.0718 4.0370 2.1053
C: 1.1877 2.6918 2.4781
C: 0.4064 -0.4660 3.0816
C: 0.7623 -0.1616 4.4014
C: -0.0834 -0.5123 5.4686
C: -1.2788 -1.1976 5.2127
C: -1.5999 -1.5576 3.9045
C: -0.7548 -1.2095 2.8449
H: 4.4521 0.4143 1.1577
H: 6.4901 -0.6174 2.1072
H: 6.3219 -2.5838 3.6433
H: 4.0659 -3.5442 4.1439
H: 2.0377 -2.5589 3.1371
H: 3.3030 1.6552 -0.0033
H: 3.1371 4.0405 -0.6147
H: 1.6150 5.5534 0.6702
H: 0.4694 4.7087 2.7226
H: 0.7055 2.3172 3.3818
H: 1.7107 0.3416 4.6156
H: 0.1959 -0.2533 6.4914
H: -1.9483 -1.4613 6.0360
H: -2.5157 -2.1248 3.7033
H: -0.9855 -1.5127 1.8187

Forces on the atoms, in the same order (eV/Å):
C 0.280 0.325 0.032
C -0.477 -0.299 0.243
C -0.102 -0.801 0.321
C -1.962 -1.268 1.588
C 0.800 -0.541 -0.807
C -0.127 -0.124 -0.264
C 0.775 -0.317 1.095
C 3.157 1.295 -0.093
N -1.876 1.652 -1.531
Ba 1.098 -0.900 0.810
C 0.374 0.050 0.433
P 0.281 -0.100 -0.297
H -0.191 -0.074 -0.134
H 0.171 0.013 -0.168
H -0.141 0.664 0.184
H -0.133 0.122 -0.285
H 0.316 0.023 0.017
H -0.456 0.259 0.049
H 0.057 -0.003 -0.103
H -0.631 -0.970 -0.918
C -0.485 -0.287 0.457
C -0.672 0.066 -0.210
H 0.178 0.655 -0.502
C 0.096 0.291 0.795
C -0.254 0.245 -1.003
H -0.437 1.912 -1.502
H -0.059 -0.274 0.193
H 0.144 0.190 0.310
H 0.215 0.362 -0.355
H 0.453 -0.060 0.470
H 0.346 -0.049 -0.391
H -0.618 -0.199 -0.061
H 0.073 0.361 -0.097
H 0.022 -0.425 -0.146
H -0.143 -0.132 0.587
H 0.039 0.216 0.204
H -0.255 0.075 -0.356
H 0.015 -0.289 -0.028
H 0.420 -1.906 1.539
O 0.211 -0.141 0.434
Si -0.074 -0.343 -0.009
C 0.632 -0.504 -0.089
C 0.296 -0.280 0.280
C -0.105 -0.037 0.007
C -0.298 0.181 -0.266
C -0.029 0.141 -0.194
C 0.378 -0.059 0.204
C 0.081 -0.283 0.283
C -0.213 0.677 -0.028
C 0.123 -0.338 0.062
C 0.022 0.221 -0.122
C -0.114 -0.009 0.334
C 0.140 0.436 -0.595
C -0.046 -0.071 -0.069
C -0.586 -0.159 0.530
C 0.143 0.033 -0.436
C 0.214 0.113 -0.011
C -0.075 -0.173 -0.110
C -0.129 0.172 0.402
H 0.080 -0.225 0.225
H -0.429 -0.134 0.077
H -0.467 0.246 -0.209
H -0.038 0.360 -0.349
H 0.219 0.171 -0.048
H -0.417 0.203 0.060
H -0.207 0.041 0.189
H 0.037 -0.223 0.129
H 0.206 -0.099 -0.253
H -0.067 0.113 -0.313
H -0.297 -0.100 -0.091
H -0.101 -0.089 -0.266
H 0.242 0.073 -0.281
H 0.326 0.180 0.129
H 0.053 0.153 0.317

---

(4)
ORCA calculation (ωB97M-V/def2-TZVPD) on one molecule with the formula C18H16ClFN2O4.

The calculation puts the highest occupied orbital energy at -8.31 eV. As for the LUMO energy: 0.733 eV. The calculation puts the total energy at -1665.9798 hartree. The charge is 0.

Atoms and positions in Å:
C: 6.4732 1.1656 -1.5904
C: 5.1943 1.2983 -0.8441
C: 4.2644 2.2937 -0.8065
C: 3.2542 1.8661 0.0907
C: 3.6391 0.6400 0.5414
C: 2.9787 -0.3230 1.4703
N: 1.9469 -1.1003 0.7936
C: 2.4441 -2.1028 -0.1141
C: 0.6614 -0.7757 1.0309
O: 0.3497 0.1214 1.8013
C: -0.4361 -1.5359 0.3706
C: -1.7973 -1.3217 0.7232
C: -2.4847 -2.1609 -0.1029
C: -3.9421 -2.4379 -0.2721
O: -4.7621 -1.4998 0.3845
C: -4.6551 -0.1569 0.1809
C: -5.2559 0.6016 1.1929
C: -5.2806 1.9780 1.1687
C: -4.6769 2.6258 0.1051
F: -4.6778 3.9704 0.0549
C: -4.0788 1.9186 -0.9164
C: -4.0745 0.5296 -0.8881
Cl: -3.3285 -0.2449 -2.2527
O: -1.6162 -2.8252 -0.8812
N: -0.3579 -2.4338 -0.5816
O: 4.8173 0.2866 -0.0302
H: 6.6455 2.0600 -2.1810
H: 6.4416 0.3012 -2.2531
H: 7.3039 1.0277 -0.8994
H: 4.2941 3.2177 -1.3467
H: 2.3653 2.3933 0.3694
H: 3.7268 -1.0119 1.8729
H: 2.4905 0.2227 2.2810
H: 2.9935 -2.8639 0.4469
H: 3.1290 -1.6404 -0.8279
H: 1.6226 -2.5668 -0.6506
H: -2.1607 -0.6456 1.4665
H: -4.1814 -2.5247 -1.3390
H: -4.1917 -3.3916 0.2091
H: -5.7081 0.0570 2.0060
H: -5.7478 2.5448 1.9571
H: -3.6218 2.4434 -1.7399

Forces on the atoms, in the same order (eV/Å):
C -0.176 -0.246 0.249
C -0.083 0.779 -0.411
C 0.446 -0.397 -0.104
C 0.102 -0.586 0.331
C -0.615 0.563 0.196
C 0.008 0.186 -0.004
N 0.166 0.027 0.204
C -0.005 -0.276 -0.251
C 0.527 0.046 0.100
O -0.317 0.048 -0.031
C -1.070 -0.352 -0.328
C -0.269 -0.519 -0.395
C 0.402 0.630 0.858
C 0.109 -0.586 -0.273
O 0.005 -0.022 -0.027
C -0.077 0.482 0.044
C 0.146 -0.160 -0.227
C 0.104 0.128 -0.159
C 0.042 -0.281 -0.099
F 0.001 -0.015 0.013
C -0.129 0.255 0.246
C -0.086 -0.100 0.103
Cl -0.055 0.079 -0.182
O -0.738 -0.058 -0.019
N 0.920 0.173 0.044
O 0.242 -0.262 0.030
H 0.012 0.041 -0.031
H 0.057 -0.021 -0.080
H 0.105 0.016 -0.015
H 0.093 0.178 -0.155
H -0.234 0.063 0.124
H -0.068 0.037 0.032
H 0.199 -0.127 -0.109
H 0.014 -0.014 -0.038
H -0.009 -0.025 -0.018
H 0.306 -0.013 0.014
H -0.114 0.140 0.138
H 0.034 -0.004 0.238
H 0.061 0.156 -0.125
H -0.046 -0.059 0.107
H -0.049 0.071 0.082
H 0.040 0.027 -0.071

---

(5)
ORCA calculation (ωB97M-V/def2-TZVPD) on an isolated ion of composition C19H29N6O2 and charge +1.

The calculation puts the highest occupied orbital energy at -11.33 eV. As for the LUMO energy: -2.167 eV. The calculation puts the total energy at -1220.2002 hartree. The charge is +1. The calculation puts the relative energy (zero: lowest compared OMol25 entry of this formula, charge and spin) at 0.00 kJ/mol.

Atoms and positions in Å:
C: -2.0326 -3.8730 -1.7331
C: -2.6805 -2.5237 -1.4375
C: -1.7633 -1.3356 -1.7757
C: -0.9147 -0.7683 -0.6157
C: -0.5865 -1.7817 0.4233
N: -1.2580 -2.0287 1.5282
N: -0.6008 -2.9922 2.1578
N: 0.4237 -3.3443 1.5107
N: 0.4866 -2.6111 0.4004
C: 1.5890 -2.6830 -0.5262
C: 2.3508 -1.3817 -0.4975
C: 2.4091 -0.5491 -1.6116
C: 3.0641 0.6616 -1.5469
C: 3.6837 1.0730 -0.3622
O: 4.2860 2.2805 -0.4008
C: 5.0391 2.7085 0.7138
C: 3.6298 0.2382 0.7530
C: 2.9669 -0.9731 0.6777
N: -1.5627 0.4214 0.0013
C: -0.6478 1.1277 0.9273
C: -1.3823 2.2482 1.6752
C: -2.6283 2.7299 0.9169
C: -2.2500 3.3038 -0.4465
N: -2.3083 4.6240 -0.5784
O: -1.9073 2.5745 -1.3773
C: -3.6044 1.5485 0.7490
C: -2.8693 0.2076 0.6567
H: -2.7435 -4.6720 -1.5426
H: -1.7261 -3.9344 -2.7747
H: -1.1636 -4.0498 -1.1046
H: -2.9766 -2.5044 -0.3879
H: -3.5863 -2.4431 -2.0398
H: -1.0818 -1.6518 -2.5671
H: -2.3491 -0.5112 -2.1870
H: 0.0317 -0.3972 -1.0313
H: 2.2120 -3.5153 -0.1901
H: 1.2117 -2.8987 -1.5293
H: 1.9607 -0.8611 -2.5445
H: 3.1247 1.3078 -2.4074
H: 5.4782 3.6602 0.4215
H: 4.4055 2.8572 1.5937
H: 5.8369 2.0001 0.9517
H: 4.1082 0.5159 1.6779
H: 2.9359 -1.6141 1.5469
H: -1.7439 1.1450 -0.7791
H: -0.2433 0.4115 1.6454
H: 0.1789 1.5303 0.3366
H: -1.7108 1.8920 2.6519
H: -0.6955 3.0779 1.8422
H: -3.1078 3.5158 1.5037
H: -2.6099 5.2356 0.1609
H: -2.0746 5.0362 -1.4703
H: -4.2064 1.7064 -0.1477
H: -4.2863 1.5148 1.5975
H: -3.4579 -0.4906 0.0661
H: -2.6949 -0.2424 1.6356

Forces on the atoms, in the same order (eV/Å):
C -0.161 0.118 0.091
C 0.081 -0.059 -0.121
C -0.172 -0.085 0.159
C 0.153 -0.259 -0.446
C 0.613 -0.423 0.267
N -0.395 0.709 -0.706
N -0.293 -0.427 0.977
N 1.190 -0.835 -0.231
N -1.424 0.675 0.207
C 0.572 0.066 -0.226
C 0.066 -0.033 -0.038
C 0.154 -0.104 0.171
C 0.127 0.219 0.096
C -0.176 -0.118 -0.119
O -0.169 -0.149 -0.286
C 0.153 0.102 0.237
C 0.151 0.265 0.063
C -0.094 -0.083 -0.231
N 0.099 0.102 -0.387
C 0.488 0.371 0.471
C -0.034 0.078 -0.116
C -0.027 0.065 0.012
C -0.234 0.018 0.577
N 0.032 0.471 -0.206
O 0.113 -0.115 -0.410
C 0.027 0.116 -0.184
C -0.781 -0.027 0.353
H 0.001 -0.134 0.007
H 0.047 -0.028 -0.117
H 0.132 -0.060 0.064
H -0.105 0.049 -0.033
H -0.043 0.056 0.061
H 0.046 0.103 -0.030
H 0.057 0.076 -0.080
H -0.247 0.046 0.149
H -0.152 0.027 -0.098
H 0.031 -0.055 0.100
H -0.078 -0.035 -0.123
H 0.017 0.094 -0.119
H -0.017 -0.072 0.072
H 0.024 -0.021 -0.037
H -0.034 0.011 -0.006
H 0.069 0.066 0.087
H -0.001 -0.069 0.129
H 0.183 -0.349 0.268
H -0.042 0.002 -0.166
H -0.093 -0.120 -0.060
H 0.016 0.023 0.012
H 0.037 -0.058 0.063
H 0.024 -0.045 -0.039
H -0.006 -0.108 0.002
H 0.009 -0.044 0.056
H -0.048 -0.033 0.055
H 0.015 -0.019 -0.001
H 0.107 -0.033 0.038
H -0.006 0.071 -0.229